One molecule with the formula C5H5NO in a non-equilibrium geometry. Source: the Open Molecules 2025 dataset; level of theory: wB97M-V/def2-TZVPD.

Properties
Structure (SMILES): CC1=NC(=O)C=C1
Total charge: 0
Frontier orbital gap (eV): 9.287
Highest occupied orbital energy (eV): -10.11
Calculated total energy (a.u.): -323.47944
Molar mass (g/mol): 95.10
LUMO energy (eV): -0.83

Each line ends with the natural charge from an NBO analysis.
Element x y z (Å)
C: -0.41010 0.23734 2.39390  -0.677
C: -0.06425 0.17622 0.95120  0.343
N: -0.83981 0.57006 0.03008  -0.506
C: -0.25304 0.10284 -1.18602  0.639
O: -0.68899 0.15559 -2.32158  -0.477
C: 1.07468 -0.61214 -0.85006  -0.251
C: 1.19180 -0.55011 0.47497  -0.269
H: 0.41831 -0.13945 2.99827  0.222
H: -0.77110 1.20524 2.72131  0.252
H: -1.32086 -0.46180 2.36496  0.259
H: 1.83764 -1.06144 -1.52144  0.239
H: 1.99206 -0.90264 1.09508  0.225